Formula: C11H17N5O
Source: the OMol25 dataset
Level of theory: ωB97M-V/def2-TZVPD

## Properties
SMILES: O=C(Cc1nn[nH]n1)NCCC1=CCCCC1
Orbital gap: 9.88 eV
F_max: 1.364 eV/A
HOMO level: -9.25 eV
Relative energy (zero: lowest compared OMol25 entry of this formula, charge and spin): 0.0000 eV

```
! RIJCOSX wB97M-V def2-TZVPD def2/J DEFGRID3
* xyz 0 1
O -3.014 -2.805 0.354
C -2.527 -1.764 -0.025
C -3.374 -0.661 -0.689
C -3.034 0.695 -0.220
N -3.887 1.504 0.445
N -3.259 2.587 0.704
N -2.049 2.458 0.215
N -1.856 1.292 -0.376
N -1.222 -1.464 0.046
C -0.221 -2.354 0.584
C 1.080 -2.221 -0.219
C 1.564 -0.796 -0.194
C 1.307 0.040 -1.193
C 1.668 1.493 -1.193
C 2.001 1.979 0.215
C 2.961 0.995 0.873
C 2.267 -0.351 1.059
H -4.425 -0.860 -0.480
H -3.201 -0.734 -1.766
H -1.334 3.168 0.273
H -0.893 -0.563 -0.281
H -0.616 -3.371 0.529
H -0.034 -2.116 1.638
H 1.827 -2.888 0.215
H 0.892 -2.532 -1.248
H 0.818 -0.320 -2.089
H 2.529 1.649 -1.851
H 0.837 2.067 -1.612
H 1.086 2.033 0.810
H 2.441 2.978 0.176
H 3.297 1.376 1.839
H 3.838 0.870 0.235
H 1.536 -0.275 1.871
H 2.996 -1.110 1.355
*
```

Atomic partial charges in e from the Löwdin method, atoms 1 to 4: 0.0653 -0.4964 -0.0269 -0.3557